(1)
ORCA calculation (ωB97M-V/def2-TZVPD) on a molecular structure, C14H39LiO9 at a distorted geometry.

Structure (XYZ):
```
63
Properties=species:S:1:pos:R:3:forces:R:3
O 6.200658 0.495094 -2.448055 1.2 0.4 -1.1
O -3.461215 0.673787 10.741726 -0.6 0.0 0.8
O -0.116853 4.558039 -5.178154 0.3 -1.9 1.3
O 5.376777 -9.055641 -1.249790 0.6 0.0 -0.3
O -7.937951 -1.853762 -2.267307 -0.1 0.6 0.4
O -9.297251 0.598779 -1.540937 0.3 0.4 0.6
O 0.504387 -2.124571 1.736241 -1.3 1.7 -0.4
O 4.037155 -6.773055 -2.390804 0.2 -2.1 -0.6
O 8.831900 -0.080095 -2.979418 -0.5 1.2 -1.1
C -1.135313 1.262684 10.802060 -0.1 1.5 0.1
C -0.290390 -1.033418 1.218063 1.9 -1.6 0.2
C -0.741538 6.505066 -4.104825 0.6 0.2 1.1
C 4.936725 -9.146359 -2.589081 -1.3 1.0 0.1
C -2.696369 1.876273 8.911341 0.8 0.5 -0.3
C 8.173872 0.759069 -3.962392 -0.9 -0.1 0.1
C 3.707058 -8.195561 -2.733986 1.1 1.1 0.5
C -1.933507 5.752842 -6.116724 -0.4 0.0 -0.6
C 0.052898 0.406528 1.616891 -0.1 0.5 1.0
C -0.639319 5.829467 -5.439857 2.2 0.3 0.4
C 6.857792 1.377466 -3.465253 -1.6 -1.3 2.1
C -7.257111 -0.642939 -1.877836 0.1 -0.2 0.6
C -8.114114 0.209377 -0.866241 1.1 -1.7 -1.3
C -2.542059 1.732240 10.488927 -0.4 -1.8 -2.4
Li -0.547199 -6.143796 4.030428 0.1 0.5 -0.3
H -0.620425 2.222547 10.761481 1.0 -0.2 -0.4
H -3.768361 0.761137 11.647062 0.0 -0.2 0.1
H -1.057345 7.546997 -4.157380 -0.4 -0.1 -0.1
H 6.095555 1.450529 -4.240987 0.5 0.2 -0.6
H 6.921145 2.351658 -2.980467 0.6 0.1 -0.2
H 3.378327 -8.214709 -3.773068 -0.3 -0.2 0.1
H -2.471944 4.994577 -5.548189 -0.5 0.2 -0.2
H 2.938952 -8.503254 -2.024461 -0.1 -0.3 -0.2
H 9.387089 -0.655505 -3.510697 0.1 -0.2 0.2
H 6.246353 -9.462331 -1.242459 0.1 0.0 0.4
H -2.733853 2.614985 11.098901 -0.5 0.2 -0.4
H -2.392255 6.740556 -6.071245 -0.4 -0.2 -0.3
H -0.781594 1.085843 1.442896 -0.3 0.0 -0.3
H 7.933419 0.204583 -4.869473 0.0 -0.6 0.1
H -1.020299 0.962691 11.843628 -0.2 -0.5 -0.1
H 5.674508 -8.924924 -3.360278 0.4 0.5 0.3
H 3.206972 -6.337546 -2.184104 -0.1 0.0 0.0
H -2.273073 2.782937 8.479030 0.1 0.3 0.3
H 0.225945 6.536744 -3.603742 0.3 -0.1 -0.2
H 4.661110 -10.182145 -2.787265 -0.6 -0.1 -0.2
H -1.350702 -1.275899 1.289185 -0.4 0.3 0.5
H 0.199941 6.278295 -5.971184 -0.5 1.0 -0.7
H -0.133735 -0.938549 0.143551 0.0 -0.6 -0.8
H -1.785994 5.415454 -7.142643 -0.4 0.1 -0.1
H -9.640491 1.365445 -1.076182 -0.2 0.1 -0.1
H 0.886651 0.840906 1.065283 0.2 -0.4 -0.2
H -1.339101 5.924042 -3.402385 -0.5 0.1 -0.2
H -0.782629 0.547570 10.058872 0.1 0.0 0.4
H -6.313127 -0.918232 -1.407507 0.0 0.0 0.6
H -8.286140 -0.421018 0.006161 -0.6 -0.5 -0.1
H 0.126394 4.019699 -5.934864 -0.2 0.5 -0.3
H -7.512028 0.994242 -0.408431 0.1 0.6 -0.7
H -7.266158 -2.508912 -2.470010 0.0 0.0 0.0
H 0.309416 0.588405 2.660540 0.0 -0.5 0.3
H 5.336625 0.872430 -2.267352 -0.1 0.1 0.0
H -6.906736 -0.144837 -2.781840 -0.6 0.7 0.0
H -3.635511 1.715599 8.381906 -0.9 0.5 1.2
H -2.184245 1.090502 8.356009 0.8 -0.3 0.7
H 8.758312 1.591971 -4.353308 0.6 0.1 0.4
```
Positions in Å, forces in eV/Å.

As for the net charge: 0. For the highest occupied orbital energy, the calculation gives -5.418 eV. As for the LUMO energy: -2.45 eV. The HOMO-LUMO gap comes out at 2.96 eV. The electronic energy comes out at -1241.1548 a.u. As for the spin multiplicity: 1.

The natural (NBO) scheme yields these atomic charges, measured in e:
1 O -0.725
2 O -0.730
3 O -0.743
4 O -0.706
5 O -0.724
6 O -0.704
7 O -0.843
8 O -0.728
9 O -0.692
10 C -0.624
11 C -0.083
12 C -0.622
13 C -0.085
14 C -0.648
15 C -0.091
16 C -0.083
17 C -0.629
18 C -0.632
19 C 0.087
20 C -0.087
21 C -0.080
22 C -0.086
23 C 0.099
24 Li 0.753
25 H 0.204
26 H 0.464
27 H 0.207
28 H 0.174
29 H 0.167
30 H 0.171
31 H 0.221
32 H 0.169
33 H 0.466
34 H 0.466
35 H 0.165
36 H 0.212
37 H 0.185
38 H 0.161
39 H 0.208
40 H 0.167
41 H 0.469
42 H 0.208
43 H 0.217
44 H 0.160
45 H 0.122
46 H 0.158
47 H 0.117
48 H 0.204
49 H 0.467
50 H 0.190
51 H 0.214
52 H 0.217
53 H 0.161
54 H 0.161
55 H 0.472
56 H 0.170
57 H 0.466
58 H 0.191
59 H 0.464
60 H 0.169
61 H 0.228
62 H 0.210
63 H 0.163

(2)
ORCA calculation (ωB97M-V/def2-TZVPD) on a single C5H7NO molecule.

Structure (XYZ):
```
14
Properties=species:S:1:pos:R:3:forces:R:3
O 0.313249 0.471067 2.264869 0.5 0.0 -0.8
N -0.022920 1.819532 0.378201 -0.5 0.3 0.5
C -0.806602 0.133609 -0.843228 -0.2 -0.1 -0.5
C 0.290627 0.605627 1.070441 0.3 0.0 0.4
C 0.693076 -1.828651 -0.052360 -0.1 0.1 0.2
C -1.027622 1.413875 -0.545239 0.2 -0.2 -0.2
C 0.430913 -0.339774 -0.119444 0.0 0.1 0.0
H -0.226968 2.599803 0.970095 -0.2 0.3 0.4
H 1.294748 0.120488 -0.626138 -0.1 0.0 -0.1
H 1.622291 -2.016032 0.500955 -0.3 -0.1 -0.2
H -0.130401 -2.370334 0.419844 0.1 0.0 0.0
H 0.808296 -2.173798 -1.095127 0.0 -0.1 0.5
H -1.410273 -0.516520 -1.441714 -0.1 0.0 -0.4
H -1.828412 2.081106 -0.881153 0.5 -0.3 0.2
```
Positions in Å, forces in eV/Å.

The calculation puts the energy above the lowest of the compared OMol25 structures with the same formula, charge and spin at 85.98 kJ/mol. As for the net charge: 0. Its SMILES is C[C@H]1C=CNC1=O. For the highest occupied orbital energy, the calculation gives -8.804 eV. As for the LUMO energy: 1.02 eV. The HOMO-LUMO gap comes out at 9.82 eV. The electronic energy comes out at -324.6917 a.u. As for the spin multiplicity: 1.

The natural (NBO) scheme yields these atomic charges, measured in e:
1 O -0.541
2 N -0.666
3 C -0.264
4 C 0.730
5 C -0.599
6 C -0.017
7 C -0.361
8 H 0.391
9 H 0.232
10 H 0.223
11 H 0.216
12 H 0.215
13 H 0.221
14 H 0.221

(3)
ORCA calculation (ωB97M-V/def2-TZVPD) on a molecular structure, C29H43BN7S3Sn at a distorted geometry.

Structure (XYZ):
```
84
Properties=species:S:1:pos:R:3:forces:R:3
Sn -0.038952 -0.551421 0.409434 0.1 0.0 -0.3
S -1.270660 1.437046 -1.004083 -0.1 -0.5 0.3
S 2.079530 0.884958 0.675217 -0.3 -0.2 0.2
S 0.838143 -1.913057 -1.811151 -0.1 -0.1 0.5
N 0.546137 0.376818 -3.269289 0.0 -0.3 -0.2
N -0.903282 -1.175590 -3.824958 0.2 0.2 0.2
N 0.071302 3.786969 -0.481234 0.1 -0.1 -0.2
N 2.770008 0.453455 -1.950790 0.3 0.1 0.1
N 1.150536 2.402786 -1.796729 -0.2 0.3 -0.1
N -0.272281 -1.030279 2.332026 0.5 0.7 -0.6
N 4.242568 -0.332270 -0.525676 -0.2 0.1 -0.1
C -2.819723 -2.239098 -4.930227 0.0 0.1 0.0
C 6.344129 -1.284681 0.313227 -0.1 0.1 -0.1
C -1.328062 3.665051 1.564461 0.1 -0.1 -0.1
C -2.774312 -0.435888 3.566478 0.0 0.0 0.0
C -1.985102 -1.666982 3.872784 0.3 0.0 0.0
C 3.767177 -0.160726 -2.667291 0.0 0.0 -0.1
C -0.247453 0.876660 -4.272963 0.0 0.1 0.0
C -0.997224 4.476973 0.308892 -0.3 0.1 0.2
C 0.136349 -0.882327 -2.994460 -0.1 0.3 -0.2
C 5.052456 -0.572606 0.712624 0.2 0.0 0.3
C 1.288473 4.357498 -0.789290 0.2 0.0 0.1
C -1.142934 -0.068347 -4.612165 0.0 0.1 -0.1
C 1.948015 3.504023 -1.595584 0.0 0.0 0.0
C -0.510029 -3.998450 4.411425 -0.1 -0.1 0.0
C 0.006406 2.580340 -1.107491 0.2 0.1 0.1
C 5.406813 0.778497 1.339583 0.0 -0.1 -0.1
C -2.521577 -2.443022 -2.471431 0.1 0.0 0.0
C -0.800456 -1.962972 3.109891 -0.4 -0.6 0.4
C -2.227070 4.675979 -0.581366 0.1 -0.1 0.0
C -0.128759 -3.221172 3.340828 -0.1 0.3 0.0
C -1.600481 -3.640772 5.202224 0.0 0.0 0.0
C -2.338241 -2.496861 4.916685 -0.1 -0.1 0.0
C -0.483485 5.848673 0.740558 0.1 0.0 0.0
C 0.980123 -3.632407 2.430192 0.0 0.1 0.0
C 3.061746 0.331305 -0.643028 0.0 -0.2 -0.1
C 4.677531 -0.639675 -1.798464 0.0 -0.1 -0.2
C 4.300104 -1.470887 1.695118 0.0 0.0 -0.1
C -1.785223 -2.383502 -3.815946 -0.2 -0.3 0.1
C -0.976507 -3.652560 -4.093136 0.0 0.1 0.0
B 1.679140 1.262392 -2.702075 -0.2 -0.1 0.2
H 3.747312 -0.207793 -3.741758 0.0 0.0 0.0
H 2.210531 1.787828 -3.639706 0.1 0.0 0.0
H -3.429431 -3.140005 -4.942821 0.0 0.0 0.0
H -3.206314 -2.261166 5.520604 0.0 0.0 0.0
H -2.346595 -2.143942 -5.908748 0.0 0.0 0.0
H -1.971817 5.274994 -1.457312 0.0 0.0 0.0
H -0.120328 1.873884 -4.656572 0.1 0.0 0.0
H -2.769370 -0.225600 2.496841 0.0 0.0 0.0
H 4.520805 1.294882 1.700901 0.0 0.0 0.0
H -1.283108 6.363546 1.269082 0.0 0.0 0.0
H -1.956610 4.263411 2.223832 0.0 0.0 0.0
H 1.610337 5.302732 -0.398447 -0.1 0.0 0.0
H 6.081619 0.617162 2.179997 0.0 0.0 0.0
H 3.417194 -0.986614 2.098874 -0.1 0.0 0.0
H 0.036122 -4.906539 4.636550 0.0 0.0 0.0
H 6.907685 -1.509232 1.216280 0.0 0.0 0.0
H 1.577652 -4.435291 2.857880 0.0 0.0 0.0
H 6.141598 -2.229861 -0.191554 0.0 0.0 0.0
H 4.962320 -1.714598 2.525951 0.0 0.0 0.0
H -2.938252 -1.463191 -2.229108 0.0 0.0 0.0
H 2.927412 3.587032 -2.033495 0.0 0.0 0.0
H 4.012992 -2.404633 1.208309 0.0 0.0 0.0
H -3.802045 -0.546134 3.909248 0.0 0.0 0.0
H 0.572795 -3.973896 1.472407 0.0 0.0 0.0
H 1.616847 -2.775536 2.219010 0.1 0.0 0.0
H -3.486109 -1.392078 -4.761531 0.0 0.0 0.0
H -1.890973 -4.273635 6.030666 0.0 0.0 0.0
H 5.917851 1.415395 0.615160 0.0 0.0 0.0
H -1.919970 -0.032641 -5.351284 0.1 0.0 0.0
H -0.205987 6.464611 -0.115283 0.0 0.0 0.0
H 0.365518 5.763000 1.420696 0.0 0.0 0.0
H -1.862907 2.752252 1.321592 0.0 -0.1 0.0
H 5.581544 -1.177184 -2.007166 0.0 0.0 0.1
H -0.463391 -3.573265 -5.053094 0.0 0.0 0.0
H -2.634690 3.724915 -0.913789 0.0 0.0 0.0
H -0.242478 -3.849148 -3.320559 0.1 0.0 0.1
H -3.340311 -3.160120 -2.531637 0.0 0.0 0.0
H -0.413645 3.404011 2.100934 0.0 0.0 0.0
H -1.858563 -2.753242 -1.667251 0.0 0.0 0.0
H -1.656180 -4.503583 -4.137250 0.0 0.0 0.0
H -2.336809 0.429819 4.069862 0.0 0.0 -0.1
H 6.965435 -0.651991 -0.321768 0.0 -0.1 0.0
H -2.999741 5.199561 -0.018753 0.0 0.0 0.0
```
Positions in Å, forces in eV/Å.

The calculation puts the energy above the lowest of the compared OMol25 structures with the same formula, charge and spin at 42.76 kJ/mol. As for the net charge: +1. For the highest occupied orbital energy (alpha / beta), the calculation gives -9.239 / -9.686 eV. As for the LUMO energy (alpha / beta): -3.61 / -3.90 eV. The HOMO-LUMO gap (alpha / beta) comes out at 5.63 / 5.79 eV. The electronic energy comes out at -2947.8141 a.u. As for the spin multiplicity: 1.

The Mulliken scheme yields these atomic charges, measured in e:
1 Sn 0.232
2 S -0.262
3 S -0.236
4 S -0.300
5 N 0.030
6 N 0.366
7 N 0.541
8 N 0.186
9 N -0.048
10 N -0.042
11 N 0.491
12 C -2.153
13 C -2.178
14 C -1.582
15 C -1.315
16 C 0.859
17 C -1.310
18 C -1.443
19 C 1.232
20 C 0.110
21 C 1.168
22 C -0.146
23 C -0.026
24 C -1.382
25 C -0.810
26 C 0.151
27 C -1.596
28 C -1.451
29 C -0.020
30 C -1.578
31 C 0.930
32 C -0.565
33 C -0.757
34 C -2.179
35 C -0.778
36 C 0.020
37 C -0.251
38 C -1.627
39 C 1.243
40 C -1.584
41 B 1.594
42 H 0.649
43 H -0.177
44 H 0.452
45 H 0.430
46 H 0.507
47 H 0.391
48 H 0.608
49 H 0.157
50 H 0.331
51 H 0.447
52 H 0.481
53 H 0.557
54 H 0.474
55 H 0.325
56 H 0.410
57 H 0.471
58 H 0.421
59 H 0.471
60 H 0.543
61 H 0.320
62 H 0.624
63 H 0.437
64 H 0.457
65 H 0.245
66 H -0.156
67 H 0.485
68 H 0.378
69 H 0.395
70 H 0.548
71 H 0.528
72 H 0.461
73 H 0.374
74 H 0.555
75 H 0.401
76 H 0.337
77 H 0.327
78 H 0.508
79 H 0.346
80 H 0.242
81 H 0.464
82 H 0.272
83 H 0.496
84 H 0.474